Record 1
# C41H72BN10O4SiSr

A structure of composition C41H72BN10O4SiSr (ωB97M-V with the def2-TZVPD basis set, the OMol25 dataset).

Energy relative to the best compared isomer or geometry (same formula, charge and spin) = 24.7 kcal/mol
Multiplicity = 1
Charge = -1

Last column: Mulliken charge in e.
Positions of all 130 atoms, in Å:
Sr: 0.68 -0.73 0.26  1.990
C: 3.64 0.55 -4.49  -1.850
C: 2.73 0.01 -3.39  1.036
C: 2.34 -1.44 -3.66  -1.283
C: 1.51 0.86 -3.21  -0.317
C: 0.77 1.60 -4.15  -0.585
C: -0.31 2.11 -3.43  -0.474
C: -1.54 2.83 -3.90  3.035
C: -1.21 4.05 -4.77  -1.641
C: -2.45 1.85 -4.64  -1.719
N: -0.18 1.71 -2.16  1.271
N: 0.91 0.90 -2.02  -0.887
B: -1.06 1.80 -0.89  1.948
N: -2.53 1.40 -1.17  1.644
N: -2.66 0.05 -1.27  -0.686
C: -3.95 -0.19 -1.46  -0.662
C: -4.68 1.02 -1.50  -0.355
C: -3.73 2.01 -1.33  -0.605
C: -3.89 3.50 -1.26  2.752
C: -4.62 3.94 0.02  -1.714
C: -4.61 4.06 -2.49  -1.562
C: -4.42 -1.62 -1.54  1.022
C: -5.91 -1.70 -1.88  -1.797
C: -4.11 -2.35 -0.24  -1.217
N: -0.77 3.00 0.06  1.575
N: -0.49 2.60 1.33  -0.826
C: -0.08 3.67 1.98  -0.145
C: -0.07 4.80 1.13  -0.633
C: -0.53 4.32 -0.09  -0.686
C: -0.61 5.04 -1.41  2.216
C: -1.48 6.30 -1.34  -1.729
C: 0.80 5.40 -1.89  -1.832
C: 0.37 3.53 3.41  2.800
C: 1.86 3.15 3.47  -1.472
C: 0.08 4.78 4.23  -1.907
H: 4.55 -0.05 -4.56  0.469
H: 3.14 0.50 -5.47  0.280
H: 3.92 1.59 -4.32  0.434
H: 3.27 0.04 -2.44  0.003
H: 1.76 -1.52 -4.58  0.341
H: 3.23 -2.07 -3.76  0.394
H: 1.74 -1.86 -2.85  0.216
H: 0.97 1.73 -5.20  0.353
H: -2.08 3.16 -3.02  -1.553
H: -0.76 3.73 -5.72  0.411
H: -2.12 4.61 -5.00  0.342
H: -0.50 4.72 -4.28  0.174
H: -1.95 1.45 -5.52  0.379
H: -2.73 1.02 -3.99  0.251
H: -3.37 2.35 -4.97  0.449
H: -0.64 0.93 -0.22  -1.778
H: -5.74 1.15 -1.64  0.463
H: -2.89 3.92 -1.22  -1.540
H: -5.62 3.51 0.05  0.343
H: -4.08 3.61 0.91  0.265
H: -4.71 5.03 0.06  0.478
H: -5.65 3.73 -2.52  0.376
H: -4.61 5.16 -2.46  0.357
H: -4.13 3.74 -3.42  0.141
H: -3.86 -2.09 -2.35  0.219
H: -6.51 -1.24 -1.09  0.303
H: -6.13 -1.18 -2.82  0.391
H: -6.23 -2.73 -1.98  0.445
H: -4.60 -1.86 0.60  0.294
H: -4.45 -3.39 -0.28  0.397
H: -3.04 -2.35 -0.03  0.181
H: 0.25 5.81 1.35  0.400
H: -1.03 4.36 -2.14  -0.723
H: -1.01 7.05 -0.69  0.410
H: -1.60 6.74 -2.33  0.360
H: -2.47 6.09 -0.93  0.211
H: 1.27 6.11 -1.20  0.402
H: 1.43 4.51 -1.93  0.334
H: 0.77 5.86 -2.88  0.496
H: -0.18 2.68 3.82  -1.268
H: 2.47 3.92 3.00  0.418
H: 2.18 3.03 4.51  0.452
H: 2.02 2.20 2.95  0.070
H: 0.67 5.63 3.87  0.327
H: -0.97 5.07 4.18  0.403
H: 0.35 4.63 5.28  0.468
C: -3.12 1.64 3.20  -0.577
N: -2.19 0.65 3.72  0.093
C: -1.71 0.75 5.10  -0.744
C: -1.58 -0.14 2.86  0.375
N: -1.13 -0.82 2.03  -0.701
H: -4.09 1.54 3.69  0.538
H: -3.23 1.49 2.13  -0.106
H: -2.73 2.65 3.36  0.155
H: -2.52 0.51 5.79  0.328
H: -1.37 1.78 5.30  0.265
H: -0.87 0.09 5.24  0.173
C: -0.91 -5.48 -0.04  -1.062
Si: 0.72 -4.56 -0.29  0.151
C: 2.04 -5.43 0.75  -0.682
C: 1.23 -4.85 -2.09  -1.090
O: 0.59 -3.01 0.07  -1.190
H: -0.80 -6.55 -0.24  0.364
H: -1.68 -5.08 -0.71  0.228
H: -1.27 -5.36 0.99  0.261
H: 1.92 -6.52 0.74  0.397
H: 2.01 -5.10 1.79  -0.073
H: 3.04 -5.21 0.36  0.229
H: 1.35 -5.92 -2.30  0.390
H: 2.18 -4.35 -2.30  0.182
H: 0.48 -4.45 -2.79  0.265
C: 1.15 -3.65 4.48  -1.160
C: 2.09 -2.77 5.31  -1.587
C: 2.95 -1.83 4.44  2.845
C: 3.88 -0.99 5.35  -1.384
C: 4.81 -0.04 4.60  -1.069
C: 3.83 -2.67 3.53  -0.306
O: 4.51 -3.59 3.95  -0.692
N: 3.85 -2.31 2.22  0.386
C: 3.04 -1.33 1.65  0.261
O: 3.14 -1.13 0.43  -0.962
N: 2.12 -0.66 2.37  0.522
C: 2.02 -0.85 3.71  -1.102
O: 1.21 -0.23 4.39  -0.555
H: 0.48 -4.21 5.13  0.480
H: 1.71 -4.37 3.88  0.179
H: 0.54 -3.05 3.80  0.216
H: 2.78 -3.39 5.90  0.459
H: 1.53 -2.14 5.99  0.473
H: 4.46 -1.69 5.96  0.465
H: 3.23 -0.44 6.03  0.393
H: 5.54 -0.58 4.00  0.291
H: 5.36 0.59 5.30  0.472
H: 4.25 0.63 3.94  0.120
H: 4.41 -2.86 1.58  0.338


Record 2
# C39H33Br2ClHfIN5O5

A structure of composition C39H33Br2ClHfIN5O5 (ωB97M-V with the def2-TZVPD basis set, the OMol25 dataset).

Energy relative to the best compared isomer or geometry (same formula, charge and spin) = 13.6 kcal/mol
Multiplicity = 1
Charge = +2

Last column: Mulliken charge in e.
Positions of all 87 atoms, in Å:
Hf: 1.15 0.45 -0.02  2.690
Cl: 5.21 0.77 5.78  -0.227
C: 3.91 0.72 4.64  0.559
C: 2.63 0.78 5.08  -0.350
C: 1.56 0.72 4.16  0.067
I: -0.39 0.85 4.88  0.164
C: 1.77 0.60 2.82  -0.429
O: 0.77 0.50 1.91  -0.585
C: 3.11 0.60 2.35  0.340
N: 3.29 0.59 0.99  -0.004
C: 4.53 0.54 0.53  -0.216
C: 5.66 0.52 1.35  -1.237
C: 5.49 0.58 2.71  -0.826
C: 4.19 0.64 3.25  0.147
H: 2.43 0.86 6.14  0.480
H: 4.65 0.53 -0.54  0.572
H: 6.64 0.46 0.91  0.451
H: 6.35 0.58 3.37  0.516
Br: 4.52 3.64 -5.15  -0.076
C: 3.74 2.78 -3.69  -0.402
C: 3.76 1.40 -3.61  -0.775
C: 3.14 0.81 -2.53  -0.635
N: 2.54 1.52 -1.55  0.481
C: 2.57 2.85 -1.62  0.651
C: 3.15 3.52 -2.69  -0.821
C: 1.95 3.57 -0.47  0.867
C: 2.09 4.92 -0.29  -1.045
C: 1.46 5.51 0.80  -0.143
Br: 1.65 7.34 1.10  -0.081
C: 0.71 4.73 1.66  -0.907
C: 0.64 3.38 1.41  -0.353
N: 1.25 2.79 0.37  0.265
H: 4.23 0.80 -4.37  0.508
H: 3.09 -0.27 -2.44  0.543
H: 3.14 4.60 -2.74  0.531
H: 2.69 5.53 -0.95  0.528
H: 0.20 5.16 2.51  0.498
H: 0.08 2.72 2.07  0.399
C: -6.03 -0.82 0.73  -1.615
C: -4.60 -1.14 1.08  1.377
C: -3.96 -0.42 2.09  -1.383
C: -2.69 -0.77 2.51  -0.178
C: -2.02 -1.82 1.92  -0.471
C: -2.61 -2.50 0.87  0.055
N: -1.98 -3.62 0.25  0.162
C: -0.69 -4.11 0.36  0.349
C: -0.60 -5.51 0.48  -0.979
C: 0.60 -6.17 0.57  -0.652
C: 1.81 -5.45 0.57  -0.948
C: 1.75 -4.09 0.43  -1.108
C: 0.53 -3.39 0.30  0.521
C: 0.65 -1.97 0.05  1.543
O: -0.30 -1.13 0.01  -0.388
O: 1.85 -1.43 -0.10  -0.882
C: -3.91 -2.18 0.45  1.093
C: -4.58 -3.01 -0.63  -2.026
H: -6.42 -0.04 1.39  0.426
H: -6.67 -1.70 0.84  0.379
H: -6.15 -0.47 -0.30  0.234
H: -4.49 0.38 2.59  0.415
H: -2.22 -0.22 3.32  -0.276
H: -1.03 -2.12 2.27  0.468
H: -2.64 -4.36 0.06  0.361
H: -1.52 -6.08 0.52  0.451
H: 0.61 -7.25 0.68  0.420
H: 2.76 -5.96 0.67  0.450
H: 2.66 -3.52 0.41  0.457
H: -3.87 -3.30 -1.41  0.426
H: -5.41 -2.48 -1.09  0.487
H: -4.99 -3.94 -0.22  0.423
O: -0.63 1.43 -1.10  -0.914
C: -0.49 0.65 -2.09  0.928
O: 0.52 -0.07 -2.24  -0.689
C: -1.65 0.54 -3.04  -0.621
N: -2.41 1.84 -3.08  -0.037
C: -3.73 1.48 -3.74  -0.670
C: -4.02 0.06 -3.23  -0.475
C: -2.73 -0.41 -2.52  -0.058
H: -1.32 0.28 -4.05  0.531
H: -1.92 2.59 -3.55  0.373
H: -2.54 2.12 -2.11  0.373
H: -3.56 1.51 -4.81  0.305
H: -4.48 2.23 -3.48  0.421
H: -4.27 -0.58 -4.08  0.340
H: -4.86 0.04 -2.55  0.187
H: -2.46 -1.44 -2.71  0.601
H: -2.81 -0.29 -1.44  -0.332


Number 1: strongest force on any atom 0.92 eV/A, orbital gap 8.3 eV. Number 2: strongest force on any atom 2.21 eV/A, orbital gap 6.2 eV.